(1)
The following is a DFT calculation (wB97M-V/def2-TZVPD) of a molecular structure, C26H29N5O6RuS2Se3Te.

Positions of all 73 atoms, in Å:
1 Ru 0.2129 -0.0376 0.5038
2 Se 0.4043 -4.7422 0.6007
3 Se -0.3554 -6.7601 0.4192
4 Te 2.2796 -2.1971 -2.2727
5 Se 2.0294 -1.7225 0.1060
6 C 7.1774 -1.6607 1.5328
7 C 6.0507 -0.7135 1.2188
8 C 5.2185 -0.2274 2.2223
9 C 4.1621 0.6202 1.9245
10 C 3.9308 0.9880 0.6100
11 C 4.7559 0.5257 -0.4029
12 C 5.8093 -0.3185 -0.0938
13 S 2.5964 2.0854 0.1983
14 O 2.3207 1.8565 -1.2076
15 O 3.0234 3.4246 0.5540
16 N 1.4340 1.5788 1.1723
17 C 0.5225 2.6321 1.6676
18 C -0.7785 2.4272 0.9042
19 O -1.2954 1.2359 1.1234
20 O -1.2388 3.2366 0.1171
21 H 7.2112 -1.8945 2.5968
22 H 8.1417 -1.2333 1.2501
23 H 7.0606 -2.5973 0.9845
24 H 5.3915 -0.5285 3.2498
25 H 3.4957 0.9808 2.6975
26 H 4.5389 0.8002 -1.4265
27 H 6.4382 -0.7006 -0.8902
28 H 0.9216 3.6309 1.5174
29 H 0.3394 2.4630 2.7329
30 C -5.7218 0.1122 -2.1455
31 C -4.9248 -0.0146 -0.8529
32 C -3.6022 0.7382 -0.8807
33 N -2.7163 0.2393 -1.9303
34 C -1.7984 -0.6989 -1.7785
35 S -1.5786 -1.5748 -0.3179
36 N -1.0559 -1.0822 -2.8559
37 C -0.8925 -0.5076 -4.1368
38 O -0.7339 -1.2388 -5.0823
39 C -0.8527 0.9765 -4.2464
40 C -0.1270 1.7328 -3.3316
41 C -0.0504 3.1088 -3.4863
42 C -0.7142 3.7202 -4.5397
43 C -1.4322 2.9634 -5.4598
44 C -1.4897 1.5866 -5.3251
45 H -6.6755 -0.4128 -2.0795
46 H -5.1745 -0.3117 -2.9899
47 H -5.9308 1.1601 -2.3742
48 H -4.7205 -1.0669 -0.6362
49 H -5.5093 0.3753 -0.0147
50 H -3.0696 0.6708 0.0629
51 H -3.7509 1.8013 -1.0789
52 H -2.7532 0.7157 -2.8189
53 H -0.5202 -1.9337 -2.7139
54 H 0.4123 1.2569 -2.5197
55 H 0.5168 3.6830 -2.7688
56 H -0.6687 4.7965 -4.6496
57 H -1.9373 3.4475 -6.2861
58 H -2.0181 0.9727 -6.0435
59 N -4.1057 -1.8675 3.5688
60 C -3.1998 -2.0443 4.5645
61 O -3.5274 -2.3355 5.7009
62 C -1.7632 -1.8710 4.1788
63 C -0.7744 -2.4097 4.9926
64 C 0.5481 -2.2831 4.6108
65 C 0.8393 -1.6288 3.4216
66 N -0.1040 -1.0957 2.6511
67 C -1.3742 -1.1989 3.0307
68 H -5.0736 -2.0180 3.7919
69 H -3.8349 -1.7709 2.6060
70 H -1.0655 -2.9205 5.9009
71 H 1.3481 -2.6945 5.2106
72 H 1.8585 -1.5285 3.0638
73 H -2.0800 -0.7007 2.3767

Atoms 1-6, force components in eV/Å:
0.0 -0.3 0.2
0.0 0.0 0.0
0.0 0.0 0.0
0.0 0.0 0.0
0.0 0.2 0.0
0.0 0.0 0.0

As for the charge: -1. For the HOMO energy (spin up / spin down), the calculation gives -4.51 / -4.39 eV. The spin multiplicity is 6.

Want to see where the charge sits? The Löwdin charges in e are:
1 Ru 0.74
2 Se -0.03
3 Se -0.02
4 Te 0.19
5 Se -0.22
6 C -0.06
7 C -0.28
8 C -0.05
9 C -0.09
10 C -0.34
11 C -0.09
12 C -0.04
13 S 0.54
14 O -0.36
15 O -0.32
16 N -0.34
17 C -0.19
18 C -0.64
19 O -0.26
20 O 0.04
21 H 0.07
22 H 0.08
23 H 0.08
24 H 0.10
25 H 0.11
26 H 0.11
27 H 0.12
28 H 0.10
29 H 0.11
30 C -0.11
31 C -0.25
32 C -0.20
33 N 0.06
34 C -0.72
35 S 0.60
36 N 0.08
37 C -0.41
38 O 0.11
39 C -0.17
40 C -0.01
41 C -0.04
42 C -0.07
43 C -0.09
44 C -0.04
45 H 0.07
46 H 0.07
47 H 0.07
48 H 0.09
49 H 0.11
50 H 0.06
51 H 0.13
52 H 0.14
53 H 0.03
54 H 0.09
55 H 0.11
56 H 0.10
57 H 0.10
58 H 0.12
59 N 0.18
60 C -0.50
61 O 0.05
62 C -0.11
63 C 0.00
64 C -0.04
65 C -0.14
66 N 0.00
67 C -0.11
68 H 0.11
69 H 0.09
70 H 0.12
71 H 0.11
72 H 0.08
73 H 0.07

---

(2)
The following is a DFT calculation (wB97M-V/def2-TZVPD) of a single C5H6O2 molecule at a distorted geometry.

Positions of all 13 atoms, in Å:
1 C 1.5664 0.0999 0.3817
2 C 0.2744 0.1122 0.4067
3 C 2.2403 1.6121 -1.2532
4 C -1.6549 -1.4260 0.0058
5 C -1.0474 -0.0700 0.2771
6 O 2.4835 0.5709 -0.5077
7 O -1.9894 0.7944 0.5424
8 H 2.1425 -0.1225 1.3402
9 H 3.1740 1.9516 -1.7093
10 H -2.2980 -1.2462 -0.8998
11 H -0.9114 -2.2228 -0.2011
12 H -2.3603 -1.6550 0.8582
13 H -1.6198 1.6013 0.7589

Atoms 1-6, force components in eV/Å:
0.2 -0.3 3.6
-1.8 -0.2 -1.2
-1.7 0.4 0.6
-0.8 0.3 -0.7
2.9 -2.3 0.4
1.7 0.8 -1.8

For the HOMO energy, the calculation gives -8.47 eV.

Want to see where the charge sits? The Löwdin charges in e are:
1 C -0.19
2 C 0.05
3 C 0.08
4 C -0.02
5 C -0.42
6 O -0.13
7 O 0.11
8 H 0.14
9 H 0.00
10 H 0.10
11 H 0.09
12 H 0.10
13 H 0.09

---

(3)
The following is a DFT calculation (wB97M-V/def2-TZVPD) of 2 unconnected molecules or ions with the total composition C4H13N2 at a distorted geometry.

Positions of all 19 atoms, in Å:
1 C -1.5906 -0.1027 1.0189
2 C 0.3188 1.5165 0.5488
3 C 0.7217 -0.2408 -2.1146
4 C -0.1522 0.1289 0.8643
5 N 0.6882 -0.5526 1.5790
6 N 0.0653 -0.8055 -0.9732
7 H -2.2040 0.2610 0.2460
8 H -2.1522 0.3590 1.8223
9 H -1.7762 -1.3031 1.1010
10 H -0.1498 1.9389 -0.3714
11 H 1.3542 1.6494 0.4282
12 H 0.0142 2.1935 1.3132
13 H 1.5275 0.3407 -1.7047
14 H 1.3299 -0.9017 -2.7227
15 H 0.0131 0.1384 -2.8402
16 H 0.4418 -1.4790 1.8703
17 H 1.6954 -0.2939 1.6062
18 H -0.7755 -1.3340 -1.1895
19 H 0.6303 -1.5129 -0.4818

Atoms 1-6, force components in eV/Å:
-1.4 -4.0 0.6
-1.8 0.5 -1.7
1.0 -0.5 -0.7
0.0 2.5 -0.9
2.1 -0.8 1.0
-0.5 -1.8 1.4

As for the charge: +1. For the HOMO energy, the calculation gives -14.52 eV.

Want to see where the charge sits? The Löwdin charges in e are:
1 C -0.02
2 C -0.01
3 C -0.10
4 C -0.46
5 N 0.17
6 N -0.02
7 H 0.07
8 H 0.10
9 H 0.16
10 H 0.12
11 H 0.07
12 H 0.10
13 H 0.08
14 H 0.09
15 H 0.10
16 H 0.13
17 H 0.17
18 H 0.12
19 H 0.12

---

(4)
The following is a DFT calculation (wB97M-V/def2-TZVPD) of a molecular structure, C46H41N4OS3TeZr at a distorted geometry.

Positions of all 97 atoms, in Å:
1 Zr -1.8344 -0.4690 -0.7774
2 N -1.7429 1.5622 -1.1221
3 S -1.0148 2.2928 -0.0222
4 N 0.5181 1.8737 -0.0542
5 S 1.7284 1.4318 0.7513
6 N 1.6324 0.0738 1.5329
7 S 0.9614 -1.2463 0.9143
8 N 0.0302 -1.0595 -0.2562
9 C 0.1319 -1.9744 2.2850
10 C 0.7973 -2.8078 3.1714
11 C 0.0625 -3.3774 4.2044
12 C -1.2948 -3.1149 4.3326
13 C -1.9445 -2.2636 3.4415
14 C -1.2199 -1.6907 2.4159
15 C 2.2752 -2.3323 0.5554
16 C 3.5955 -1.9586 0.7614
17 C 4.5934 -2.8647 0.4280
18 C 4.2603 -4.1083 -0.0859
19 C 2.9279 -4.4692 -0.2757
20 C 1.9185 -3.5807 0.0406
21 C 2.2432 2.5453 1.9869
22 C 2.5870 2.1213 3.2679
23 C 3.0268 3.0842 4.1642
24 C 3.1152 4.4157 3.7735
25 C 2.7703 4.8109 2.4848
26 C 2.3315 3.8720 1.5687
27 C 3.0076 1.4390 -0.4489
28 C 4.3200 1.4141 0.0247
29 C 5.3476 1.3860 -0.8998
30 C 5.0593 1.3812 -2.2615
31 C 3.7476 1.4067 -2.7110
32 C 2.6976 1.4378 -1.8039
33 C -1.0866 4.0305 -0.1890
34 C -1.0068 4.8650 0.9241
35 C -1.0566 6.2328 0.7144
36 C -1.1820 6.7394 -0.5754
37 C -1.2622 5.8884 -1.6705
38 C -1.2172 4.5152 -1.4874
39 C -1.7479 1.9714 1.5540
40 C -3.1462 1.9774 1.5528
41 C -3.8185 1.7978 2.7500
42 C -3.1059 1.6314 3.9316
43 C -1.7164 1.6413 3.9239
44 C -1.0283 1.8204 2.7361
45 H 1.8503 -3.0279 3.0553
46 H 0.5524 -4.0421 4.9030
47 H -1.8543 -3.5772 5.1352
48 H -2.9991 -2.0501 3.5543
49 H -1.6696 -0.9816 1.7311
50 H 3.8416 -1.0002 1.1889
51 H 5.6313 -2.6013 0.5814
52 H 5.0445 -4.8110 -0.3350
53 H 2.6809 -5.4468 -0.6672
54 H 0.8804 -3.8526 -0.1042
55 H 2.5141 1.0816 3.5513
56 H 3.3075 2.7922 5.1672
57 H 3.4650 5.1567 4.4804
58 H 2.8536 5.8486 2.1903
59 H 2.0749 4.1629 0.5563
60 H 4.5412 1.4446 1.0848
61 H 6.3751 1.3850 -0.5618
62 H 5.8700 1.3705 -2.9783
63 H 3.5385 1.4158 -3.7724
64 H 1.6714 1.4701 -2.1382
65 H -0.9296 4.4712 1.9295
66 H -1.0166 6.9058 1.5603
67 H -1.2324 7.8099 -0.7261
68 H -1.3748 6.2933 -2.6672
69 H -1.3049 3.8371 -2.3262
70 H -3.6990 2.1268 0.6349
71 H -4.9003 1.8024 2.7609
72 H -3.6372 1.5054 4.8664
73 H -1.1651 1.5172 4.8469
74 H 0.0484 1.8356 2.7586
75 C -3.3909 -1.7669 -4.2605
76 Te -1.5705 -0.8026 -3.6989
77 C -0.7116 -2.7533 -3.7312
78 C -1.6474 -3.5404 -4.6163
79 C -1.2259 -4.7401 -5.1806
80 C -2.0844 -5.4645 -5.9913
81 C -3.3641 -4.9894 -6.2508
82 C -3.7846 -3.7899 -5.7000
83 C -2.9288 -3.0647 -4.8770
84 H -3.9276 -1.1219 -4.9506
85 H -3.9850 -1.9113 -3.3621
86 H -0.6559 -3.1232 -2.7090
87 H 0.2945 -2.6705 -4.1346
88 H -0.2213 -5.1020 -4.9975
89 H -1.7496 -6.3916 -6.4363
90 H -4.0285 -5.5461 -6.8975
91 H -4.7756 -3.4122 -5.9206
92 C -4.6139 -2.8903 -0.4058
93 C -3.5371 -1.9100 -0.4974
94 O -3.6163 -0.7964 0.1108
95 H -5.2546 -2.7310 0.4622
96 H -4.2204 -3.9042 -0.4526
97 H -5.2193 -2.7614 -1.3139

Atoms 1-6, force components in eV/Å:
1.3 -0.3 -1.6
-0.1 0.2 0.6
-0.3 -0.1 -0.4
-0.1 0.7 0.1
0.2 -0.5 0.0
-0.1 0.1 0.0

As for the charge: +3. For the HOMO energy, the calculation gives -15.22 eV.

Want to see where the charge sits? The Löwdin charges in e are:
1 Zr 1.34
2 N -0.44
3 S 0.78
4 N -0.37
5 S 0.90
6 N -0.34
7 S 0.84
8 N -0.43
9 C -0.31
10 C -0.03
11 C -0.02
12 C -0.02
13 C -0.03
14 C -0.09
15 C -0.35
16 C -0.05
17 C -0.03
18 C -0.02
19 C -0.03
20 C -0.06
21 C -0.36
22 C -0.06
23 C -0.03
24 C -0.02
25 C -0.03
26 C -0.05
27 C -0.31
28 C -0.06
29 C -0.03
30 C -0.02
31 C -0.03
32 C -0.04
33 C -0.33
34 C -0.05
35 C -0.04
36 C -0.02
37 C -0.03
38 C -0.05
39 C -0.35
40 C -0.07
41 C -0.02
42 C -0.02
43 C -0.03
44 C -0.07
45 H 0.13
46 H 0.13
47 H 0.13
48 H 0.12
49 H 0.05
50 H 0.09
51 H 0.12
52 H 0.13
53 H 0.12
54 H 0.12
55 H 0.12
56 H 0.13
57 H 0.13
58 H 0.13
59 H 0.13
60 H 0.13
61 H 0.13
62 H 0.13
63 H 0.12
64 H 0.11
65 H 0.12
66 H 0.12
67 H 0.13
68 H 0.13
69 H 0.11
70 H 0.12
71 H 0.13
72 H 0.13
73 H 0.13
74 H 0.07
75 C -0.37
76 Te 1.38
77 C -0.39
78 C -0.30
79 C -0.03
80 C -0.05
81 C -0.04
82 C -0.02
83 C -0.30
84 H 0.07
85 H 0.03
86 H 0.05
87 H 0.07
88 H 0.12
89 H 0.12
90 H 0.12
91 H 0.13
92 C -0.04
93 C -0.33
94 O -0.22
95 H 0.10
96 H 0.10
97 H 0.11

---

(5)
The following is a DFT calculation (wB97M-V/def2-TZVPD) of a single C2H5N3O3 molecule at a distorted geometry.

Positions of all 13 atoms, in Å:
1 C -0.0900 -1.3037 0.1290
2 C 0.9007 -0.0837 0.3941
3 N -1.3156 -0.6259 0.0687
4 N 0.0043 1.0673 0.0514
5 N -1.2853 0.6656 -0.0334
6 O 0.2382 2.0762 0.7914
7 O 0.2752 1.3746 -1.3543
8 O -2.3539 -1.2858 0.0799
9 H 0.2655 -1.8401 -0.7717
10 H -0.1873 -2.1465 0.8483
11 H 1.1136 -0.0854 1.5098
12 H 1.7047 -0.0939 -0.2930
13 H 0.7300 2.2812 -1.4201

Atoms 1-6, force components in eV/Å:
4.0 -0.9 0.4
-1.8 -2.7 2.0
-2.5 1.5 -1.0
3.6 1.6 0.0
-3.3 -2.4 0.7
-0.4 0.5 0.5

Its SMILES is [O-][N+]1=N[N@+]([O-])(O)CC1. For the HOMO energy, the calculation gives -9.93 eV.

Want to see where the charge sits? The Löwdin charges in e are:
1 C -0.06
2 C -0.01
3 N -0.28
4 N -0.52
5 N 0.22
6 O -0.09
7 O -0.01
8 O 0.05
9 H 0.14
10 H 0.15
11 H 0.16
12 H 0.11
13 H 0.15

---

(6)
The following is a DFT calculation (wB97M-V/def2-TZVPD) of a molecular structure, C47H39BrFeGeIN7O at a distorted geometry.

Positions of all 98 atoms, in Å:
1 Fe -0.6009 0.1096 -0.1801
2 Br 4.7688 -0.2878 -5.1251
3 C 3.4641 0.0804 -3.7305
4 C 2.2505 0.6044 -4.2438
5 C 1.2185 1.1400 -3.5362
6 C 1.0186 1.2700 -2.1219
7 O -0.1321 1.6921 -1.7315
8 C 1.9529 0.8417 -1.1149
9 C 1.6389 1.2632 0.1864
10 N 2.0628 0.7119 1.3066
11 C 1.4431 1.0229 2.4721
12 C 2.1722 0.9484 3.6660
13 C 1.6031 1.2452 4.8895
14 C 0.2754 1.6098 4.9773
15 C -0.5304 1.6061 3.8299
16 C -1.9123 1.8967 3.8887
17 C -2.6720 1.8130 2.7416
18 C -2.0655 1.4258 1.5580
19 N -0.7570 1.1666 1.4532
20 C 0.0330 1.2883 2.5566
21 C 3.8463 -0.2354 -2.4846
22 H 2.1654 0.6142 -5.3257
23 H 0.3740 1.5033 -4.1090
24 H 1.0603 2.1942 0.2478
25 H 3.2153 0.6831 3.5903
26 H 2.2081 1.2108 5.7851
27 H -0.1603 1.8766 5.9288
28 H -2.3558 2.1591 4.8388
29 H -3.7305 2.0339 2.7564
30 H -2.6301 1.3267 0.6274
31 H 4.8672 -0.5623 -2.3233
32 C 1.2748 -2.1982 2.4446
33 C -0.1952 -2.1841 2.2870
34 N -0.8697 -1.6277 1.3093
35 C -2.1914 -1.8655 1.5500
36 C -2.3163 -2.5792 2.6991
37 N -1.0429 -2.7854 3.1653
38 C -0.6827 -3.5086 4.3578
39 N -0.2476 -2.6707 5.4242
40 N 0.9922 -2.8704 5.9961
41 N 1.1317 -2.0577 6.9893
42 C 0.0207 -1.2991 7.1107
43 C -0.3195 -0.2929 8.0250
44 C -1.5661 0.2900 7.8896
45 C -2.4605 -0.0954 6.8977
46 C -2.1469 -1.0948 5.9759
47 C -0.9030 -1.6803 6.1009
48 H 1.7075 -1.4893 1.7415
49 H 1.6748 -3.1942 2.2491
50 H 1.5489 -1.9068 3.4588
51 H -2.9445 -1.5225 0.8672
52 H -3.1743 -2.9652 3.2119
53 H 0.1565 -4.1822 4.1425
54 H -1.5631 -4.0996 4.6573
55 H 0.3789 0.0123 8.7884
56 H -1.8541 1.0792 8.5745
57 H -3.4214 0.3973 6.8326
58 H -2.8423 -1.3742 5.1987
59 C -0.5785 -1.1200 -1.5727
60 Ge -1.5210 -2.5660 -2.3681
61 C -3.3209 -2.9915 -1.6118
62 C -3.7197 -4.2180 -1.1015
63 C -5.0116 -4.4245 -0.6482
64 C -5.9331 -3.3920 -0.6788
65 C -5.5390 -2.1461 -1.1389
66 C -4.2491 -1.9538 -1.5977
67 C -0.2801 -4.1444 -2.5992
68 C 1.0590 -3.8241 -2.7939
69 C 2.0201 -4.7937 -2.9974
70 C 1.6614 -6.1305 -2.9846
71 C 0.3361 -6.4732 -2.7814
72 C -0.6231 -5.4890 -2.6064
73 C -1.8788 -2.0671 -4.2866
74 C -3.1362 -2.0748 -4.8741
75 C -3.3307 -1.5921 -6.1572
76 C -2.2651 -1.0844 -6.8797
77 C -1.0028 -1.0748 -6.3105
78 C -0.8190 -1.5617 -5.0312
79 H 0.3491 -1.0566 -2.1511
80 H -3.0066 -5.0281 -1.0481
81 H -5.3070 -5.3988 -0.2792
82 H -6.9498 -3.5581 -0.3463
83 H -6.2500 -1.3299 -1.1482
84 H -3.9390 -0.9779 -1.9509
85 H 1.3566 -2.7857 -2.7818
86 H 3.0472 -4.5040 -3.1687
87 H 2.4084 -6.8982 -3.1372
88 H 0.0463 -7.5167 -2.7675
89 H -1.6575 -5.7795 -2.4842
90 H -3.9798 -2.4578 -4.3126
91 H -4.3198 -1.6083 -6.5979
92 H -2.4165 -0.6990 -7.8801
93 H -0.1634 -0.6804 -6.8659
94 H 0.1669 -1.5315 -4.5901
95 I 3.7223 3.5996 -2.0499
96 C 2.9744 -0.2566 -1.2691
97 H 3.6203 -0.2044 -0.3879
98 H 2.4466 -1.2247 -1.2080

Atoms 1-6, force components in eV/Å:
0.8 -0.7 -1.5
0.0 0.1 0.1
1.4 -0.9 0.8
-1.7 0.9 0.4
0.8 -0.4 -1.8
-1.2 0.7 2.2

As for the charge: -2. For the HOMO energy (spin up / spin down), the calculation gives -0.34 / -0.69 eV. The spin multiplicity is 5.

Want to see where the charge sits? The Löwdin charges in e are:
1 Fe 0.56
2 Br 0.62
3 C -0.67
4 C -0.16
5 C -0.03
6 C -0.46
7 O -0.11
8 C -0.27
9 C -0.20
10 N 0.07
11 C -0.25
12 C -0.04
13 C -0.10
14 C -0.09
15 C -0.16
16 C -0.02
17 C -0.06
18 C -0.13
19 N 0.01
20 C -0.12
21 C -0.15
22 H 0.08
23 H 0.12
24 H 0.13
25 H 0.11
26 H 0.10
27 H 0.09
28 H 0.10
29 H 0.10
30 H 0.11
31 H 0.09
32 C 0.01
33 C -0.31
34 N 0.08
35 C -0.12
36 C -0.08
37 N -0.02
38 C -0.09
39 N -0.05
40 N 0.08
41 N 0.06
42 C -0.25
43 C -0.02
44 C -0.11
45 C -0.10
46 C 0.00
47 C -0.16
48 H 0.07
49 H 0.09
50 H 0.07
51 H 0.09
52 H 0.10
53 H 0.14
54 H 0.14
55 H 0.11
56 H 0.10
57 H 0.10
58 H 0.10
59 C -0.37
60 Ge 0.88
61 C -0.28
62 C -0.12
63 C -0.11
64 C -0.12
65 C -0.11
66 C -0.15
67 C -0.24
68 C -0.12
69 C -0.10
70 C -0.13
71 C -0.13
72 C -0.13
73 C -0.24
74 C -0.13
75 C -0.12
76 C -0.13
77 C -0.10
78 C -0.11
79 H -0.08
80 H 0.08
81 H 0.09
82 H 0.09
83 H 0.09
84 H 0.10
85 H 0.07
86 H 0.10
87 H 0.09
88 H 0.09
89 H 0.07
90 H 0.08
91 H 0.09
92 H 0.09
93 H 0.09
94 H 0.08
95 I -0.53
96 C -0.15
97 H 0.11
98 H 0.11